(1)
ORCA calculation (ωB97M-V/def2-TZVPD) on a structure of composition C49H44CoN3O2S3 at a distorted geometry.

XYZ file:
```
102
Properties=species:S:1:pos:R:3:mulliken_charge:R:1
Co -0.782 1.775 0.350 0.121
N 0.767 2.314 1.670 -0.200
C 0.394 2.879 2.976 1.023
C 1.221 2.721 4.085 -0.610
C 0.850 3.212 5.370 -0.699
C -0.280 4.006 5.487 -0.625
C -1.084 4.268 4.362 -1.327
C -0.797 3.694 3.093 0.762
C -1.590 4.044 1.922 1.289
C -2.186 5.311 1.941 -1.185
C -3.042 5.707 0.903 -0.544
C -3.177 4.915 -0.219 -0.907
C -2.593 3.652 -0.253 0.070
C -1.746 3.336 0.729 0.170
H 1.156 1.360 1.760 0.443
H 1.476 2.888 1.272 0.012
H 2.241 2.340 3.953 0.420
H 1.314 2.897 6.300 0.403
H -0.550 4.423 6.472 0.375
H -1.994 4.807 4.556 0.514
H -2.035 6.005 2.779 0.513
H -3.682 6.572 1.048 0.418
H -3.790 5.211 -1.047 0.471
H -2.959 2.971 -1.024 0.476
C -3.078 3.970 -5.973 -1.458
C -2.239 2.921 -5.273 0.786
C -2.789 1.840 -4.625 -0.851
C -2.079 1.027 -3.728 -0.365
C -0.713 1.194 -3.691 0.513
C -0.077 2.240 -4.428 -0.761
C -0.860 3.114 -5.208 -0.616
S 0.244 0.266 -2.470 0.085
O -0.299 0.901 -1.176 -0.264
C -0.346 -1.424 -2.614 1.148
C -0.622 -1.819 -3.989 -1.009
C -1.009 -3.116 -4.335 -1.202
C -0.997 -4.129 -3.320 1.101
C -1.303 -5.479 -3.714 -0.918
C -1.337 -6.426 -2.695 -0.555
C -0.762 -6.189 -1.405 -0.987
C -0.494 -4.879 -1.060 -0.615
C -0.531 -3.777 -2.005 0.375
C -0.227 -2.425 -1.613 -0.224
C 0.392 -2.238 -0.274 0.391
C 1.719 -2.678 0.031 1.306
C 2.533 -3.252 -0.976 -0.995
C 3.904 -3.514 -0.712 -1.138
C 4.460 -3.264 0.553 -0.750
C 3.642 -2.791 1.552 -0.995
C 2.282 -2.567 1.338 0.993
C 1.499 -2.048 2.382 -1.199
C 0.229 -1.500 2.054 -1.160
C -0.335 -1.641 0.756 0.664
S -1.934 -0.975 0.572 0.586
O -1.780 0.427 1.286 -0.302
C -2.843 -2.029 1.734 0.705
C -3.853 -1.353 2.382 -0.769
C -4.618 -1.993 3.324 -0.769
C -4.304 -3.342 3.668 0.665
C -5.067 -3.995 4.799 -1.250
C -3.277 -3.972 2.953 -0.660
C -2.502 -3.332 1.959 0.058
H -4.147 3.643 -6.019 0.354
H -2.734 4.134 -6.970 0.410
H -3.000 4.920 -5.424 0.324
H -3.839 1.563 -4.829 0.298
H -2.530 0.298 -3.100 0.759
H 1.025 2.282 -4.571 0.407
H -0.401 3.995 -5.678 0.431
H -0.345 -1.108 -4.767 0.590
H -1.229 -3.337 -5.425 0.320
H -1.566 -5.691 -4.749 0.428
H -1.749 -7.385 -2.923 0.453
H -0.569 -6.951 -0.677 0.490
H -0.082 -4.677 -0.023 0.272
H 2.118 -3.575 -1.911 0.554
H 4.534 -3.931 -1.471 0.480
H 5.505 -3.356 0.668 0.542
H 4.027 -2.631 2.550 0.490
H 1.795 -2.082 3.456 0.439
H -0.381 -0.933 2.746 0.660
H -4.070 -0.290 2.114 0.287
H -5.472 -1.483 3.829 0.297
H -4.399 -4.462 5.543 0.349
H -5.728 -4.807 4.360 0.292
H -5.630 -3.194 5.335 0.343
H -3.129 -5.068 3.104 0.364
H -1.721 -3.829 1.316 0.254
C 5.526 0.736 -1.217 -0.918
N 5.031 1.132 0.128 -0.085
C 5.232 2.475 0.532 0.462
S 3.956 3.237 1.216 -0.463
N 6.504 2.861 0.470 -0.156
C 7.738 2.056 0.418 -0.794
H 4.689 0.384 -1.830 0.250
H 6.391 0.042 -1.088 0.248
H 5.953 1.600 -1.749 0.379
H 4.046 0.938 0.222 0.077
H 6.675 3.840 0.628 0.236
H 8.341 2.476 -0.368 0.316
H 7.569 0.962 0.284 0.264
H 8.306 2.157 1.323 0.343
```

The gap between HOMO and LUMO (spin up / spin down) comes out at 7.349 / 5.766 eV. For the energy above the lowest of the compared OMol25 structures with the same formula, charge and spin, the calculation gives 17.7 kcal per mole. Its HOMO energy (spin up / spin down) is -0.4555 / -0.4556 Ha. The spin multiplicity is 5. Its LUMO energy (spin up / spin down) is -5.05 / -6.63 eV. Its expectation value of S² is 6.01. As for the total charge: +2. The value obtained for the largest force on an atom is 0.062 hartree/bohr.

***

(2)
ORCA calculation (ωB97M-V/def2-TZVPD) on a cluster of 3 separate species, C49H45Cl3FNO8PS in total at a distorted geometry.

XYZ file:
```
109
Properties=species:S:1:pos:R:3:mulliken_charge:R:1
C 1.125 -0.048 3.965 -1.482
C 1.671 0.184 2.528 0.635
Cl 1.215 -1.252 1.572 -0.136
C 3.182 0.398 2.652 -1.581
C 3.985 0.339 1.359 -0.236
C 3.702 1.372 0.199 1.172
C 3.983 2.857 0.545 0.166
C 4.105 3.815 -0.636 -0.903
F 2.990 3.846 -1.450 -0.323
C 2.523 1.015 -0.753 -0.906
C 1.117 1.494 -0.362 -0.265
O 0.172 0.788 -0.610 -0.424
Cl 0.783 3.070 0.413 -0.175
C 4.923 0.920 -0.667 -0.497
Cl 5.241 1.221 -2.317 -0.043
N 5.783 0.213 -0.042 -0.133
C 5.506 -0.003 1.417 0.411
C 6.531 0.988 2.062 -2.147
C 6.274 1.503 3.476 0.058
C 5.863 0.444 4.525 -1.756
O 5.417 2.652 3.469 -0.292
C 5.766 3.575 4.486 -1.139
C 6.873 4.537 4.079 0.740
C 7.314 5.517 4.944 -0.784
C 8.324 6.358 4.570 -0.528
C 8.930 6.274 3.345 -0.584
C 8.473 5.316 2.471 -0.838
C 7.458 4.469 2.845 0.159
P 5.915 -1.832 1.525 0.978
O 5.351 -2.510 2.857 -0.561
O 5.035 -2.440 0.306 -0.553
S 7.766 -2.153 1.187 -0.376
H 0.041 0.069 3.962 0.421
H 1.321 -1.102 4.191 0.400
H 1.641 0.567 4.704 0.344
H 1.212 1.118 2.199 -0.067
H 3.333 1.311 3.236 0.588
H 3.551 -0.407 3.304 0.301
H 3.607 -0.583 0.880 1.332
H 4.946 2.907 1.066 -0.506
H 3.264 3.245 1.266 0.715
H 5.007 3.659 -1.234 0.381
H 4.219 4.822 -0.216 0.434
H 2.474 -0.074 -0.836 0.642
H 2.694 1.378 -1.771 0.645
H 6.607 -0.125 -0.544 0.477
H 7.497 0.467 2.095 0.599
H 6.679 1.796 1.345 0.558
H 7.244 1.882 3.826 1.066
H 6.414 0.661 5.444 0.556
H 6.219 -0.538 4.200 0.374
H 4.810 0.474 4.796 0.298
H 5.964 3.101 5.455 0.452
H 4.877 4.200 4.637 0.478
H 6.855 5.614 5.923 0.448
H 8.679 7.111 5.266 0.375
H 9.750 6.917 3.054 0.412
H 8.907 5.209 1.482 0.389
H 7.126 3.736 2.117 0.409
H 4.460 -2.211 3.101 0.438
H 4.618 -3.268 0.591 0.380
C -3.521 1.753 -1.783 -0.965
C -2.480 1.479 -0.901 -0.030
C -2.657 0.555 0.114 -0.351
C -3.875 -0.092 0.261 -0.057
C -4.927 0.199 -0.610 0.269
C -4.742 1.115 -1.638 -0.523
C -6.254 -0.450 -0.438 0.505
O -7.168 -0.201 -1.199 -0.674
C -6.439 -1.404 0.688 0.320
C -7.686 -1.979 0.899 -0.293
C -7.868 -2.879 1.935 -0.740
C -6.802 -3.216 2.762 -0.491
C -5.558 -2.642 2.561 -0.615
C -5.373 -1.729 1.531 0.263
C -4.039 -1.095 1.348 0.492
O -3.106 -1.385 2.071 -0.743
H -3.379 2.470 -2.582 0.402
H -1.542 1.986 -1.009 0.278
H -1.847 0.338 0.797 0.698
H -5.554 1.331 -2.320 0.530
H -8.516 -1.720 0.254 0.432
H -8.842 -3.321 2.099 0.424
H -6.945 -3.925 3.567 0.398
H -4.730 -2.902 3.207 0.473
C -5.751 -5.911 -8.376 -0.471
C -5.417 -6.590 -7.208 -0.477
C -5.811 -6.092 -5.978 -0.548
C -6.531 -4.906 -5.907 0.208
C -6.846 -4.213 -7.078 0.152
C -6.463 -4.725 -8.311 -0.562
C -7.576 -2.915 -7.021 0.638
O -7.853 -2.315 -8.039 -0.665
C -7.950 -2.370 -5.689 0.251
C -8.581 -1.135 -5.609 -0.601
C -8.946 -0.622 -4.375 -0.648
C -8.690 -1.344 -3.214 -0.205
C -8.056 -2.573 -3.288 -0.545
C -7.675 -3.086 -4.521 -0.003
C -6.964 -4.392 -4.579 0.538
O -6.736 -5.022 -3.566 -0.672
H -5.450 -6.307 -9.337 0.402
H -4.850 -7.511 -7.260 0.401
H -5.556 -6.623 -5.070 0.464
H -6.718 -4.194 -9.218 0.473
H -8.784 -0.574 -6.512 0.477
H -9.433 0.343 -4.315 0.433
H -8.981 -0.946 -2.257 0.344
H -7.852 -3.132 -2.384 0.617
```

The gap between HOMO and LUMO comes out at 6.339 eV. For the energy above the lowest of the compared OMol25 structures with the same formula, charge and spin, the calculation gives 11.6 kcal per mole. Its HOMO energy is -0.3864 Ha. The spin multiplicity is 1. Its LUMO energy is -4.17 eV. As for the total charge: +1. The value obtained for the largest force on an atom is 0.048 hartree/bohr.

***

(3)
ORCA calculation (ωB97M-V/def2-TZVPD) on a structure of composition C49H45CuF3N2O5P2S2 at a distorted geometry.

XYZ file:
```
109
Properties=species:S:1:pos:R:3:mulliken_charge:R:1
Cu -1.151 1.554 0.184 -0.999
C 8.028 -0.646 0.253 -1.484
C 7.122 0.188 -0.596 0.681
C 5.981 -0.331 -1.283 -0.471
C 5.072 0.480 -1.937 -0.475
C 5.370 1.854 -1.958 0.507
C 6.500 2.421 -1.446 -0.616
C 7.314 1.599 -0.621 -0.494
S 4.232 2.824 -2.878 0.270
O 4.249 2.470 -4.302 -0.745
O 0.894 -0.461 0.686 -0.797
N 2.927 2.716 -1.972 -0.168
C 1.833 3.706 -2.204 -1.079
C 0.515 3.289 -1.489 0.476
O -0.309 4.233 -1.603 -0.897
O 0.412 2.164 -0.890 -0.103
H 8.949 -0.952 -0.351 0.260
H 7.532 -1.580 0.419 0.370
H 8.347 -0.224 1.178 0.371
H 5.823 -1.408 -1.349 0.300
H 4.077 0.134 -2.237 0.166
H 6.533 3.510 -1.482 0.332
H 8.056 2.097 -0.013 0.334
H 1.546 3.753 -3.267 0.320
H 2.131 4.642 -1.824 0.422
F -1.228 3.676 2.102 -0.229
C -0.374 2.687 1.814 0.090
F 0.888 3.148 1.690 -0.194
F -0.297 1.824 2.947 -0.320
C 0.425 -3.253 0.640 -0.617
P -0.023 -1.577 0.246 1.428
C 0.449 -1.324 -2.375 0.372
C 1.736 -1.751 -2.494 0.016
C 2.372 -1.606 -3.732 -0.319
C 1.864 -0.797 -4.729 -0.501
C 0.685 -0.119 -4.432 -0.541
C -0.129 -0.640 -3.440 -0.708
C -1.626 -1.285 1.071 1.637
C -2.808 -0.839 0.057 -0.745
C -4.088 -1.522 0.239 -1.296
C -4.363 -2.344 1.292 -0.911
C -3.353 -2.555 2.279 -0.629
C -2.061 -2.167 2.118 -0.518
P 2.169 -3.393 1.232 0.145
C 2.088 -5.182 1.478 0.397
C 3.050 -6.073 0.949 -0.584
C 3.253 -7.305 1.453 -0.384
C 2.316 -7.821 2.358 -0.439
C 1.262 -7.045 2.739 -0.789
C 1.073 -5.762 2.204 -0.096
C 2.385 -2.654 2.825 0.902
C 1.611 -2.788 3.964 0.180
C 1.910 -2.096 5.130 -0.630
C 2.824 -1.093 5.158 -0.360
C 3.560 -0.828 3.971 -0.623
C 3.450 -1.729 2.880 -0.720
H 0.394 -3.816 -0.334 0.578
H -0.297 -3.646 1.370 0.381
H 2.278 -2.288 -1.686 0.122
H 3.342 -2.104 -3.869 0.283
H 2.423 -0.586 -5.611 0.372
H 0.444 0.736 -4.991 0.432
H -1.126 -0.357 -3.424 0.540
H -2.492 -0.638 -0.937 0.627
H -4.770 -1.464 -0.594 0.610
H -5.351 -2.831 1.507 0.264
H -3.712 -3.002 3.193 0.352
H -1.372 -2.610 2.822 0.008
H 3.758 -5.638 0.190 0.283
H 4.086 -7.936 1.114 0.340
H 2.519 -8.791 2.745 0.377
H 0.485 -7.349 3.436 0.352
H 0.120 -5.290 2.464 0.278
H 0.707 -3.344 4.008 0.173
H 1.322 -2.426 6.051 0.232
H 2.934 -0.356 5.992 0.292
H 4.369 -0.062 4.027 0.344
H 4.127 -1.566 2.043 0.444
N -2.489 2.980 -0.522 -0.229
S -3.884 2.758 -1.206 0.501
C -4.247 4.111 -2.217 0.523
C -5.633 4.130 -2.665 -0.402
C -5.904 4.698 -3.902 -0.831
C -4.885 5.369 -4.564 -0.344
C -3.655 5.607 -4.004 -0.756
C -3.295 4.850 -2.847 -0.418
C -5.212 2.563 0.081 0.320
C -5.929 1.370 0.021 0.084
C -6.999 1.168 0.938 -0.744
C -7.470 2.252 1.730 -0.563
C -6.624 3.360 1.835 -0.453
C -5.483 3.548 1.049 -0.335
H -1.898 3.700 -0.974 0.252
H -6.424 3.831 -1.996 0.411
H -6.945 4.822 -4.205 0.341
H -5.122 5.642 -5.589 0.331
H -2.910 6.304 -4.400 0.405
H -2.275 4.914 -2.414 0.413
H -5.636 0.521 -0.652 0.234
H -7.587 0.293 0.973 0.442
H -8.429 2.240 2.205 0.424
H -6.947 4.133 2.546 0.302
H -4.974 4.558 1.111 0.330
C -2.852 0.630 2.235 -2.086
C -2.131 0.125 0.983 1.649
O -0.377 -1.373 -1.278 -0.265
H -3.716 0.057 2.481 0.696
H -3.196 1.618 2.083 0.473
H -2.065 0.772 2.997 0.114
```

The gap between HOMO and LUMO (spin up / spin down) comes out at 3.705 / 3.704 eV. Its HOMO energy (spin up / spin down) is -0.0010 / -0.0010 Ha. The spin multiplicity is 2. Its LUMO energy (spin up / spin down) is 3.68 / 3.68 eV. Its expectation value of S² is 0.76. As for the total charge: -2. The value obtained for the largest force on an atom is 0.121 hartree/bohr.

***

> The lowest total charge belongs to which entry?

C49H45CuF3N2O5P2S2